Record 1
Entry from the Open Molecules 2025 dataset: a gas-phase ion, C2H7N4O (charge +1) at a distorted geometry (ωB97M-V with the def2-TZVPD basis set).

```
14
Properties=species:S:1:pos:R:3:forces:R:3
C -1.230 -0.450 -0.084 1.7 2.7 -0.4
C 0.985 0.303 -0.473 0.0 0.9 -0.6
N -0.326 -1.513 -0.019 -0.3 -0.5 -0.3
N -0.368 0.744 -0.341 -1.3 -2.2 0.5
N -0.620 1.980 0.255 -0.2 0.2 0.0
N 1.006 -1.078 0.180 0.2 -0.2 0.5
O -2.401 -0.462 0.046 -0.2 -0.3 0.1
H 1.238 0.153 -1.531 0.1 -0.2 0.3
H 1.685 1.002 -0.006 -0.1 -0.3 0.1
H -0.631 -2.416 0.320 0.3 0.0 0.2
H -1.163 2.564 -0.377 0.1 -0.2 0.1
H -1.128 1.895 1.134 0.1 -0.1 -0.1
H 1.684 -1.701 -0.287 -0.4 0.2 0.0
H 1.269 -1.020 1.183 -0.2 0.0 -0.4
```
Positions in Å, forces in eV/Å.

Properties
- LUMO (eV) = -4.00
- ΔE to the lowest compared entry with this formula, charge and spin (kJ/mol) = 261.4
- net charge = +1
- frontier orbital gap (eV) = 10.22

natural (NBO) charges, unit e, in atom order: C 0.762; C -0.055; N -0.490; N -0.330; N -0.633; N -0.342; O -0.483; H 0.224; H 0.259; H 0.445; H 0.386; H 0.373; H 0.452; H 0.432

Record 2
Entry from the Open Molecules 2025 dataset: a molecular structure, C2H7N4O at a distorted geometry (ωB97M-V with the def2-TZVPD basis set).

```
14
Properties=species:S:1:pos:R:3:forces:R:3
C 1.449 -0.115 0.041 0.2 -0.8 0.6
C 0.882 1.253 0.205 0.8 1.2 1.8
N 2.340 -0.785 -0.323 -0.1 0.4 0.0
N -0.197 -1.019 0.820 1.8 -1.8 1.7
N -1.795 -0.563 -0.619 -2.5 -1.1 -3.0
N -1.128 -0.257 0.419 -1.9 3.9 4.7
O -0.447 1.311 0.097 -1.1 0.4 -0.5
H 1.290 1.795 1.122 -0.3 -1.4 -0.2
H 1.346 1.898 -0.499 0.5 0.2 -1.6
H 2.740 -1.710 -0.367 -0.2 0.1 0.0
H -0.278 -1.140 1.872 0.7 0.6 -1.6
H -2.546 0.020 -0.935 -0.1 0.7 0.4
H -1.294 -0.927 -1.384 1.0 -0.8 -0.7
H -1.762 0.272 1.157 1.4 -1.6 -1.6
```
Positions in Å, forces in eV/Å.

Properties
- LUMO (eV) = -4.11
- ΔE to the lowest compared entry with this formula, charge and spin (kJ/mol) = 661.3
- net charge = +1
- frontier orbital gap (eV) = 10.22

natural (NBO) charges, unit e, in atom order: C 0.590; C -0.213; N -0.505; N -0.564; N -0.543; N 0.134; O -0.538; H 0.230; H 0.275; H 0.472; H 0.398; H 0.415; H 0.398; H 0.452

Record 3
Entry from the Open Molecules 2025 dataset: 3 unconnected molecules or ions with the total composition C2H7N4S at a distorted geometry (ωB97M-V with the def2-TZVPD basis set).

```
14
Properties=species:S:1:pos:R:3:forces:R:3
C 2.581 2.878 -1.320 -1.0 -0.8 0.7
C -1.593 0.686 2.195 0.5 0.0 -0.3
N 1.780 2.327 -0.695 3.3 2.3 -2.6
N -0.895 -0.159 1.816 -2.4 2.4 0.9
N -0.812 -2.053 -1.044 0.1 2.1 -2.9
N -0.365 -1.163 1.317 0.1 -1.1 -0.6
S 0.719 1.678 0.168 -2.9 -1.9 2.2
H 3.255 3.325 -1.974 0.8 0.5 -0.6
H -2.004 1.690 2.200 0.2 -0.5 0.2
H -0.656 -3.053 -1.078 0.8 -0.1 0.5
H -1.743 -1.987 -1.511 0.7 0.5 0.6
H 0.569 -1.181 1.648 1.3 -0.5 0.2
H -0.117 -1.503 -1.689 -1.5 -1.7 1.3
H -0.719 -1.485 -0.031 0.2 -1.1 0.4
```
Positions in Å, forces in eV/Å.

Properties
- LUMO (eV) = -3.15
- ΔE to the lowest compared entry with this formula, charge and spin (kJ/mol) = 381.5
- net charge = +1
- frontier orbital gap (eV) = 8.76

natural (NBO) charges, unit e, in atom order: C 0.181; C 0.156; N -0.402; N -0.002; N -0.942; N -0.621; S -0.038; H 0.262; H 0.283; H 0.433; H 0.428; H 0.386; H 0.440; H 0.436

Record 4
Entry from the Open Molecules 2025 dataset: a gas-phase ion, C2H7N4S (charge +1) at a distorted geometry (ωB97M-V with the def2-TZVPD basis set).

```
14
Properties=species:S:1:pos:R:3:forces:R:3
C 1.267 -0.486 0.051 -2.4 0.3 0.4
C -0.331 1.367 0.412 -3.0 0.6 -0.2
N 0.143 -0.936 0.375 -2.4 -3.5 0.6
N 2.288 -1.228 -0.149 -0.2 -3.8 -0.2
N -1.809 -0.144 -0.687 -3.7 -0.7 -2.5
N -0.950 -0.051 0.346 -0.6 3.3 3.5
S 1.387 1.301 -0.209 2.6 2.7 -0.9
H -0.981 2.074 -0.220 1.2 -1.2 0.6
H -0.431 1.782 1.429 0.5 -0.4 -0.1
H 2.279 -2.298 -0.135 0.0 2.4 0.1
H 3.079 -0.697 -0.184 3.3 0.9 -0.4
H -2.830 -0.362 -0.654 1.6 0.1 1.3
H -1.551 -0.229 -1.651 1.4 0.0 0.1
H -1.559 -0.092 1.277 1.7 -0.6 -2.3
```
Positions in Å, forces in eV/Å.

Properties
- LUMO (alpha / beta) (eV) = -3.34 / -7.51
- multiplicity = 3
- <S²> = 2.01
- ΔE to the lowest compared entry with this formula, charge and spin (kJ/mol) = 368.2
- net charge = +1
- frontier orbital gap (alpha / beta) (eV) = 6.11 / 6.74

natural (NBO) charges, unit e, in atom order: C 0.167; C -0.576; N -0.364; N -0.732; N -0.701; N -0.073; S 0.574; H 0.280; H 0.268; H 0.453; H 0.403; H 0.430; H 0.411; H 0.459

Record 5
Entry from the Open Molecules 2025 dataset: C2H7N5 in the gas phase at a distorted geometry (ωB97M-V with the def2-TZVPD basis set).

```
14
Properties=species:S:1:pos:R:3:forces:R:3
C 1.841 -0.570 -0.050 -3.3 1.9 -1.4
C -1.746 -0.243 -0.370 1.0 0.1 2.9
H 0.967 2.382 -0.371 -0.1 -2.7 2.2
H 0.015 1.028 -0.257 0.8 0.2 0.4
H 2.550 -1.241 -0.415 1.5 -0.8 -0.1
H 0.649 -2.139 0.344 -0.3 -1.3 0.5
H -0.355 -0.342 1.406 -1.9 0.3 -1.5
H -1.659 -0.746 -1.324 -0.3 0.0 -0.4
H -3.487 0.605 -0.518 1.9 0.0 1.2
N 0.869 1.392 0.181 -1.1 5.8 -2.8
N 1.992 0.713 -0.144 0.9 -3.6 0.7
N 0.492 -1.264 -0.082 2.6 1.3 -1.4
N -0.610 -0.620 0.425 -1.0 -0.3 1.9
N -2.635 0.541 0.143 -0.7 -1.1 -2.2
```
Positions in Å, forces in eV/Å.

Properties
- LUMO (eV) = 0.91
- ΔE to the lowest compared entry with this formula, charge and spin (kJ/mol) = 376.9
- frontier orbital gap (eV) = 9.54

natural (NBO) charges, unit e, in atom order: C 0.142; C 0.245; H 0.345; H 0.356; H 0.181; H 0.357; H 0.403; H 0.178; H 0.351; N -0.646; N -0.252; N -0.484; N -0.490; N -0.686

Record 6
Entry from the Open Molecules 2025 dataset: a gas-phase ion, C2H7N5OS (charge +2) at a distorted geometry (ωB97M-V with the def2-TZVPD basis set).

```
16
Properties=species:S:1:pos:R:3:forces:R:3
C 1.273 -1.423 -0.071 -1.1 0.6 0.2
C -2.259 0.807 0.086 0.2 0.7 0.9
N 2.356 -0.617 -0.008 1.1 1.7 -0.4
N 0.065 -0.600 -0.096 -1.3 -1.9 0.6
N -3.280 1.555 -0.115 -0.1 -1.5 -0.8
N 2.323 0.803 0.056 -3.6 2.3 5.0
N -0.950 -1.328 0.160 2.0 -1.1 -0.8
O 1.308 -2.603 -0.129 -0.1 -0.4 0.0
S -2.493 -0.892 -0.029 -1.8 0.4 -0.1
H 3.250 -0.991 -0.248 0.7 -0.3 0.0
H -3.396 2.486 0.121 1.1 2.6 1.0
H -4.119 1.345 -0.585 -1.4 -1.3 -0.8
H 2.497 1.207 1.154 -0.6 -1.6 -3.2
H 2.982 1.349 -0.418 2.0 0.2 -1.8
H -0.920 -2.412 0.318 0.9 1.7 -0.2
H 1.365 1.317 -0.196 1.8 -2.0 0.4
```
Positions in Å, forces in eV/Å.

Properties
- LUMO (alpha / beta) (eV) = -10.37 / -10.38
- net charge = +2
- frontier orbital gap (alpha / beta) (eV) = 6.78 / 6.76

natural (NBO) charges, unit e, in atom order: C 0.715; C -0.071; N -0.430; N -0.206; N -0.640; N -0.546; N -0.313; O -0.459; S 0.739; H 0.458; H 0.430; H 0.407; H 0.473; H 0.461; H 0.485; H 0.497

Record 7
Entry from the Open Molecules 2025 dataset: 2 unconnected molecules or ions with the total composition C2H7NO at a distorted geometry (ωB97M-V with the def2-TZVPD basis set).

```
11
Properties=species:S:1:pos:R:3:forces:R:3
N -0.967 -0.541 2.280 0.1 0.1 0.5
H -1.887 -0.866 2.563 -0.1 0.0 -0.2
H -0.860 0.349 2.758 0.0 0.1 -0.1
H -0.321 -1.152 2.775 0.1 -0.1 -0.2
C 0.752 0.372 -2.471 -0.3 1.6 -0.6
C 0.748 0.405 -1.142 0.5 -0.6 -0.3
O 0.158 -0.580 -0.421 -0.7 0.5 0.0
H 1.406 1.026 -3.038 0.1 0.3 0.4
H -0.085 0.102 -3.096 0.0 -1.3 0.3
H 1.335 1.148 -0.600 0.2 -0.3 0.1
H -0.277 -0.262 0.392 0.2 -0.2 0.2
```
Positions in Å, forces in eV/Å.

Properties
- LUMO (eV) = 0.75
- ΔE to the lowest compared entry with this formula, charge and spin (kJ/mol) = 119.1
- frontier orbital gap (eV) = 9.29

natural (NBO) charges, unit e, in atom order: N -1.074; H 0.368; H 0.361; H 0.367; C -0.523; C 0.155; O -0.710; H 0.191; H 0.205; H 0.151; H 0.507

Record 8
Entry from the Open Molecules 2025 dataset: 2 unconnected molecules or ions with the total composition C2H7NO at a distorted geometry (ωB97M-V with the def2-TZVPD basis set).

```
11
Properties=species:S:1:pos:R:3:forces:R:3
C -1.916 0.501 1.400 5.1 0.3 -5.8
N -1.280 0.064 0.246 -4.9 2.0 5.2
H -1.450 1.428 1.714 0.1 -0.3 0.9
H -2.791 0.167 1.857 -1.5 -0.9 0.1
H -1.867 -0.568 -0.247 -0.7 -1.4 -0.2
H -0.245 -0.314 -0.229 4.5 -0.6 -1.2
C 1.973 -0.204 -0.984 -0.7 -3.0 3.3
O 0.830 -0.940 -0.687 -3.3 -0.1 0.6
H 2.125 0.406 -0.132 1.3 0.9 1.0
H 2.769 -0.924 -1.173 0.4 0.2 0.2
H 1.852 0.385 -1.765 -0.4 2.9 -4.1
```
Positions in Å, forces in eV/Å.

Properties
- LUMO (eV) = -1.02
- ΔE to the lowest compared entry with this formula, charge and spin (kJ/mol) = 391.7
- frontier orbital gap (eV) = 6.88

natural (NBO) charges, unit e, in atom order: C 0.045; N -0.604; H 0.189; H 0.189; H 0.373; H 0.459; C -0.221; O -0.859; H 0.135; H 0.158; H 0.136

Record 9
Entry from the Open Molecules 2025 dataset: 2 unconnected molecules or ions with the total composition C2H7NO at a distorted geometry (ωB97M-V with the def2-TZVPD basis set).

```
11
Properties=species:S:1:pos:R:3:forces:R:3
N -2.932 5.573 1.866 2.6 -0.9 0.2
H -3.059 5.292 0.885 -1.4 0.3 1.1
H -3.550 5.483 2.656 -1.5 0.1 -1.0
H -2.236 4.880 2.171 0.3 0.6 -0.2
C 1.357 -2.726 -2.025 -1.5 0.6 0.5
C 2.057 -3.140 -0.961 -0.7 -1.1 -0.1
O 1.410 -3.390 0.254 0.9 1.5 -0.5
H 1.328 -3.197 -3.017 1.2 1.0 0.2
H 0.505 -2.036 -1.809 0.2 -1.3 -0.1
H 3.088 -3.472 -1.003 -0.1 -0.6 -0.1
H 2.032 -3.266 0.983 -0.1 -0.1 0.0
```
Positions in Å, forces in eV/Å.

Properties
- LUMO (eV) = 0.84
- ΔE to the lowest compared entry with this formula, charge and spin (kJ/mol) = 228.5
- frontier orbital gap (eV) = 9.72

natural (NBO) charges, unit e, in atom order: N -1.107; H 0.382; H 0.378; H 0.347; C -0.526; C 0.149; O -0.679; H 0.224; H 0.202; H 0.157; H 0.472